A molecular structure, C30H72BF6I2O30PS7Zr in a non-equilibrium geometry, computed with ωB97M-V/def2-TZVPD.

Its total energy is -7838.2115 Eh.

Geometry (Å):
Zr (19.468, 16.738, 12.182)
I (18.846, 17.884, 14.916)
I (18.346, 16.760, 9.506)
B (19.916, 14.553, 12.503)
H (19.386, 13.338, 12.562)
H (14.135, 9.348, 13.933)
H (17.400, 14.546, 10.898)
H (21.034, 2.999, 12.095)
P (17.688, 20.623, 12.075)
F (17.731, 18.929, 12.338)
F (16.267, 20.422, 11.367)
F (16.957, 20.758, 13.466)
F (17.679, 22.166, 11.780)
F (19.112, 20.650, 12.795)
F (18.436, 20.361, 10.656)
O (20.442, 18.622, 11.555)
S (21.382, 19.406, 10.832)
O (22.755, 19.082, 10.967)
O (20.913, 19.374, 9.353)
C (21.847, 19.767, 8.293)
C (21.889, 18.711, 7.219)
C (21.257, 21.057, 11.307)
H (22.813, 19.858, 8.819)
H (21.485, 20.707, 7.877)
H (20.857, 18.669, 6.848)
H (22.157, 17.718, 7.611)
H (22.561, 19.044, 6.411)
H (20.269, 21.351, 11.017)
H (22.071, 21.506, 10.790)
H (21.317, 21.169, 12.380)
O (23.927, 17.317, 13.036)
S (22.895, 17.106, 13.968)
O (21.625, 16.898, 13.341)
O (23.124, 16.089, 15.123)
C (24.172, 15.079, 14.854)
C (23.698, 13.654, 15.098)
C (22.959, 18.543, 14.938)
H (24.894, 15.299, 15.625)
H (24.529, 15.297, 13.860)
H (24.500, 13.023, 14.676)
H (22.803, 13.392, 14.581)
H (23.533, 13.384, 16.138)
H (23.838, 18.333, 15.560)
H (22.061, 18.562, 15.555)
H (23.259, 19.407, 14.294)
O (20.491, 24.564, 15.615)
S (20.758, 23.253, 15.156)
O (21.374, 23.092, 13.864)
O (21.604, 22.513, 16.233)
C (21.260, 22.703, 17.682)
C (22.488, 22.142, 18.377)
C (19.228, 22.343, 15.309)
H (20.492, 21.964, 17.917)
H (21.118, 23.701, 18.037)
H (22.241, 22.230, 19.441)
H (23.337, 22.767, 18.121)
H (22.694, 21.107, 18.154)
H (18.557, 22.542, 14.491)
H (18.768, 22.820, 16.172)
H (19.165, 21.268, 15.430)
O (20.130, 10.580, 10.049)
S (20.887, 10.405, 11.197)
O (21.325, 11.576, 11.855)
O (20.195, 9.485, 12.245)
C (19.350, 8.346, 11.746)
C (18.333, 8.069, 12.832)
C (22.241, 9.424, 10.780)
H (19.944, 7.451, 11.605)
H (18.841, 8.683, 10.846)
H (18.514, 7.162, 13.422)
H (17.325, 7.886, 12.368)
H (18.265, 8.937, 13.523)
H (22.800, 10.059, 10.061)
H (21.918, 8.480, 10.394)
H (22.944, 9.280, 11.605)
O (21.590, 16.185, 10.616)
S (22.803, 15.413, 10.449)
O (23.210, 14.557, 11.549)
O (22.556, 14.655, 9.077)
C (21.709, 13.465, 8.927)
C (21.260, 13.373, 7.526)
C (24.137, 16.470, 9.993)
H (20.826, 13.530, 9.598)
H (22.350, 12.635, 9.255)
H (22.041, 13.416, 6.734)
H (20.512, 14.148, 7.403)
H (20.730, 12.429, 7.465)
H (24.122, 17.267, 10.725)
H (23.937, 16.752, 8.959)
H (24.981, 15.774, 10.060)
O (8.971, 16.019, 16.287)
S (9.492, 14.706, 16.311)
O (8.934, 13.771, 15.358)
O (11.095, 14.801, 16.228)
C (11.568, 14.402, 14.896)
C (12.963, 13.859, 14.788)
C (9.262, 13.992, 17.920)
H (11.610, 15.277, 14.228)
H (10.829, 13.735, 14.477)
H (13.116, 12.950, 15.352)
H (13.732, 14.560, 15.036)
H (13.116, 13.501, 13.789)
H (8.211, 14.115, 18.111)
H (9.868, 14.492, 18.654)
H (9.486, 12.940, 17.854)
O (15.159, 15.295, 12.472)
S (15.882, 16.529, 12.527)
O (17.370, 16.225, 12.532)
O (15.474, 17.415, 11.332)
C (14.337, 17.104, 10.619)
C (14.201, 18.300, 9.651)
C (15.472, 17.373, 14.039)
H (13.384, 17.091, 11.185)
H (14.457, 16.106, 10.172)
H (13.561, 18.041, 8.786)
H (15.130, 18.682, 9.250)
H (13.768, 19.116, 10.174)
H (16.035, 18.297, 14.177)
H (15.814, 16.627, 14.726)
H (14.363, 17.455, 14.141)
C (18.652, 14.124, 15.914)
C (19.834, 14.885, 16.602)
O (20.399, 13.827, 17.395)
C (20.217, 12.690, 16.700)
O (20.803, 11.618, 16.940)
O (19.351, 12.881, 15.746)
H (18.415, 14.508, 14.955)
H (17.783, 14.087, 16.539)
H (19.427, 15.742, 17.093)
H (20.481, 15.224, 15.769)
C (12.183, 12.089, 10.466)
C (12.663, 13.325, 9.721)
O (14.113, 13.133, 9.680)
C (14.406, 12.264, 10.720)
O (15.453, 11.995, 11.153)
O (13.290, 11.764, 11.316)
H (11.854, 11.266, 9.861)
H (11.374, 12.393, 11.084)
H (12.375, 14.275, 10.154)
H (12.350, 13.434, 8.666)
C (15.556, 15.677, 6.202)
C (15.125, 14.893, 7.468)
O (13.809, 15.352, 7.725)
C (13.364, 16.158, 6.793)
O (12.242, 16.614, 6.769)
O (14.343, 16.386, 5.874)
H (15.869, 15.075, 5.389)
H (16.337, 16.366, 6.544)
H (15.731, 15.018, 8.349)
H (15.075, 13.829, 7.276)



7 unconnected molecules or ions with the total composition C30H72Cl6N4 in a non-equilibrium geometry, computed with ωB97M-V/def2-TZVPD.

Its total energy is -4165.7879 Eh. For the relative energy (zero: lowest compared OMol25 entry of this formula, charge and spin), the calculation gives 0.0 kcal/mol. The structure (SMILES) is CCN(CC)CC.CCN(CC)CC.CCN(CC)CC.CCN(CC)CC.ClCCCl.ClCCCl.ClCCCl.

Geometry (Å):
Cl (-5.319, -2.360, 3.297)
C (-4.412, -1.168, 2.331)
C (-3.279, -0.403, 3.188)
Cl (-2.160, -1.472, 3.850)
H (-5.144, -0.415, 1.967)
H (-4.119, -1.643, 1.381)
H (-3.709, 0.080, 3.895)
H (-2.799, 0.261, 2.338)
Cl (2.036, 0.140, 1.939)
C (0.630, -0.817, 1.243)
C (-0.294, 0.100, 0.510)
Cl (-1.548, -0.993, -0.146)
H (0.297, -1.184, 2.214)
H (1.194, -1.648, 0.564)
H (0.072, 0.658, -0.212)
H (-0.737, 0.826, 1.121)
Cl (-2.456, 2.477, -0.306)
C (-3.653, 3.488, -1.260)
C (-3.216, 3.633, -2.775)
Cl (-4.206, 4.787, -3.592)
H (-3.676, 4.420, -0.821)
H (-4.616, 3.027, -1.274)
H (-2.940, 2.625, -3.206)
H (-2.235, 4.041, -2.560)
C (3.815, 1.117, -1.206)
C (3.814, 2.257, -2.279)
N (5.196, 2.665, -2.898)
C (5.118, 3.435, -4.040)
C (4.225, 4.462, -4.256)
C (5.970, 3.245, -1.898)
C (7.498, 3.310, -2.264)
H (4.251, 0.300, -1.807)
H (2.821, 0.770, -0.996)
H (4.551, 1.430, -0.439)
H (3.505, 2.957, -1.671)
H (3.239, 1.962, -2.963)
H (4.572, 2.651, -4.667)
H (5.987, 3.309, -4.793)
H (3.349, 4.499, -3.580)
H (3.706, 4.451, -5.222)
H (4.756, 5.500, -4.044)
H (6.015, 2.793, -0.892)
H (5.667, 4.304, -1.583)
H (7.967, 3.554, -1.429)
H (7.806, 4.061, -2.885)
H (7.824, 2.472, -2.787)
C (-7.767, 3.197, -2.485)
C (-8.058, 1.760, -2.809)
N (-7.473, 0.862, -1.793)
C (-8.204, -0.384, -1.598)
C (-8.692, -1.025, -2.772)
C (-6.040, 0.490, -2.121)
C (-5.261, 0.010, -0.856)
H (-6.605, 3.351, -2.371)
H (-8.164, 3.621, -1.591)
H (-8.391, 3.894, -3.190)
H (-7.712, 1.487, -3.905)
H (-9.212, 1.837, -2.726)
H (-9.174, -0.084, -1.130)
H (-7.871, -0.648, -0.795)
H (-8.791, -0.837, -3.825)
H (-9.494, -1.768, -2.617)
H (-7.949, -1.812, -3.123)
H (-5.662, 1.319, -2.606)
H (-5.931, -0.226, -2.786)
H (-5.435, 0.656, 0.035)
H (-4.185, -0.116, -1.205)
H (-5.642, -1.033, -0.617)
C (1.379, -0.179, 6.171)
C (2.812, -0.192, 5.625)
N (3.822, -0.940, 6.331)
C (4.958, -1.499, 5.604)
C (5.646, -0.598, 4.761)
C (4.286, -0.182, 7.533)
C (4.912, -1.088, 8.611)
H (1.303, 0.270, 7.161)
H (0.966, -1.190, 6.179)
H (0.731, 0.192, 5.452)
H (3.140, 0.842, 5.377)
H (2.753, -0.588, 4.604)
H (4.566, -2.102, 4.984)
H (5.668, -2.073, 6.188)
H (5.092, 0.279, 4.379)
H (6.140, -1.233, 4.043)
H (6.382, -0.076, 5.309)
H (3.432, 0.156, 7.985)
H (5.022, 0.663, 7.395)
H (5.215, -0.655, 9.503)
H (5.864, -1.560, 8.370)
H (4.287, -1.887, 8.881)
C (0.872, -1.405, -2.741)
C (0.198, -2.810, -2.978)
N (0.670, -3.918, -2.029)
C (-0.067, -4.993, -1.908)
C (-0.836, -5.540, -2.966)
C (2.083, -4.146, -2.090)
C (2.678, -4.344, -0.740)
H (0.246, -0.549, -3.078)
H (1.919, -1.295, -3.142)
H (0.904, -1.324, -1.742)
H (0.270, -3.051, -3.976)
H (-0.760, -2.570, -2.880)
H (-0.771, -4.448, -1.182)
H (0.147, -5.655, -1.104)
H (-1.328, -4.817, -3.748)
H (-1.487, -6.172, -2.488)
H (-0.151, -6.115, -3.397)
H (2.691, -3.260, -2.551)
H (2.398, -5.171, -2.594)
H (3.884, -4.407, -0.775)
H (2.188, -5.355, -0.357)
H (2.262, -3.519, -0.147)



5 unconnected molecules or ions with the total composition C30H72N2 in a non-equilibrium geometry, computed with ωB97M-V/def2-TZVPD.

Its total energy is -1295.1943 Eh. For the relative energy (zero: lowest compared OMol25 entry of this formula, charge and spin), the calculation gives 66.8 kcal/mol. The structure (SMILES) is CCN(CC)CC.CCN(CC)CC.CCCCCC.CCCCCC.CCCCCC.

Geometry (Å):
C (-2.069, -0.103, -3.588)
C (-1.127, -1.094, -2.893)
N (-1.085, -2.453, -3.531)
C (-0.014, -2.545, -4.622)
C (1.363, -2.729, -4.155)
C (-1.151, -3.575, -2.695)
C (-2.301, -3.632, -1.684)
H (-1.837, -0.057, -4.677)
H (-2.213, 0.838, -3.115)
H (-3.044, -0.470, -3.750)
H (-1.639, -1.021, -1.859)
H (-0.307, -0.373, -2.806)
H (-0.198, -1.592, -5.364)
H (-0.037, -3.644, -5.154)
H (1.899, -1.851, -3.756)
H (1.984, -2.848, -5.046)
H (1.389, -3.516, -3.407)
H (-0.249, -3.636, -2.037)
H (-1.282, -4.569, -3.168)
H (-1.888, -2.835, -0.817)
H (-2.427, -4.656, -1.108)
H (-3.059, -3.096, -2.092)
C (1.821, 1.566, -1.524)
C (0.757, 2.469, -1.364)
N (0.624, 3.083, -0.034)
C (0.681, 4.560, 0.038)
C (-0.558, 5.212, -0.701)
C (-0.372, 2.388, 0.769)
C (-0.233, 0.961, 1.031)
H (1.528, 0.632, -0.995)
H (2.824, 1.864, -1.281)
H (1.850, 1.225, -2.646)
H (-0.176, 2.086, -1.554)
H (0.951, 3.114, -2.135)
H (1.733, 4.978, -0.478)
H (0.686, 4.895, 1.139)
H (-0.428, 5.291, -1.771)
H (-0.550, 6.271, -0.654)
H (-1.409, 4.932, -0.547)
H (-1.229, 2.767, 0.364)
H (-0.328, 2.940, 1.924)
H (-0.175, 0.300, 0.281)
H (-0.979, 0.590, 1.622)
H (0.703, 0.938, 1.624)
C (-3.154, -0.205, 5.298)
C (-4.174, -0.688, 4.278)
C (-3.949, -0.250, 2.942)
C (-4.857, -0.988, 1.932)
C (-4.668, -0.591, 0.488)
C (-5.677, -1.300, -0.496)
H (-3.317, 0.975, 5.306)
H (-2.165, -0.506, 5.066)
H (-3.529, -0.616, 6.336)
H (-5.048, -0.242, 4.531)
H (-4.245, -1.783, 4.544)
H (-2.811, -0.553, 2.807)
H (-3.928, 0.801, 2.739)
H (-5.909, -0.697, 2.129)
H (-4.841, -2.060, 2.179)
H (-3.670, -0.931, 0.304)
H (-4.910, 0.453, 0.309)
H (-5.594, -2.480, -0.543)
H (-5.668, -0.917, -1.428)
H (-6.563, -1.230, 0.012)
C (4.021, 1.007, 1.760)
C (4.226, 2.495, 1.362)
C (5.403, 2.541, 0.255)
C (5.759, 4.079, -0.174)
C (4.873, 4.505, -1.370)
C (4.697, 6.026, -1.483)
H (3.361, 0.927, 2.491)
H (4.958, 0.380, 2.124)
H (3.630, 0.377, 0.852)
H (4.444, 3.079, 2.220)
H (3.288, 3.180, 1.022)
H (5.151, 2.044, -0.714)
H (6.301, 1.814, 0.508)
H (6.610, 3.718, -0.594)
H (5.691, 4.910, 0.628)
H (3.767, 4.064, -1.297)
H (5.222, 4.038, -2.297)
H (5.687, 6.543, -1.421)
H (4.164, 6.280, -0.592)
H (4.126, 6.144, -2.456)
C (2.856, -2.419, 0.864)
C (1.756, -3.239, 0.139)
C (0.647, -3.884, 1.145)
C (-0.349, -2.933, 1.851)
C (-1.275, -3.636, 2.650)
C (-2.220, -4.536, 1.946)
H (3.716, -2.210, 0.189)
H (3.220, -2.772, 1.767)
H (2.132, -1.452, 1.396)
H (2.009, -3.909, -0.703)
H (1.184, -2.432, -0.450)
H (1.216, -4.422, 1.815)
H (0.081, -4.467, 0.551)
H (-0.752, -2.225, 1.230)
H (0.433, -2.310, 2.399)
H (-1.705, -2.738, 3.138)
H (-0.865, -3.939, 3.418)
H (-2.586, -4.117, 1.001)
H (-2.864, -4.861, 2.836)
H (-1.760, -5.449, 1.477)



5 unconnected molecules or ions with the total composition C30H73N3 in a non-equilibrium geometry, computed with ωB97M-V/def2-TZVPD.

Its total energy is -1350.6168 Eh. For the relative energy (zero: lowest compared OMol25 entry of this formula, charge and spin), the calculation gives 31.2 kcal/mol. The structure (SMILES) is CCN(CC)CC.CCN(CC)CC.CCN(CC)CC.CCCCCC.CCCCCC.

Geometry (Å):
C (30.711, -120.031, -83.748)
C (30.641, -119.010, -82.615)
N (31.766, -118.042, -82.737)
C (31.391, -116.672, -82.340)
C (30.798, -116.480, -80.912)
C (32.964, -118.589, -82.081)
C (34.293, -117.874, -82.297)
H (31.366, -120.721, -83.399)
H (31.026, -119.510, -84.726)
H (29.741, -120.305, -83.733)
H (30.490, -119.508, -81.781)
H (29.675, -118.556, -82.803)
H (30.653, -116.258, -83.133)
H (32.314, -116.166, -82.268)
H (30.030, -117.268, -80.584)
H (30.103, -115.661, -80.912)
H (31.522, -116.661, -80.093)
H (32.999, -119.759, -82.604)
H (32.704, -118.900, -81.195)
H (34.622, -117.631, -83.409)
H (35.164, -118.435, -81.779)
H (34.371, -116.913, -81.547)
C (33.015, -120.040, -88.646)
C (32.536, -119.519, -87.304)
N (31.838, -118.229, -87.505)
C (30.503, -118.310, -88.281)
C (29.603, -119.389, -87.720)
C (31.604, -117.365, -86.320)
C (31.769, -115.800, -86.635)
H (32.177, -120.630, -89.062)
H (33.792, -120.942, -88.517)
H (33.443, -119.284, -89.287)
H (33.484, -119.389, -86.829)
H (31.824, -120.278, -86.889)
H (30.733, -118.556, -89.403)
H (30.140, -117.320, -88.093)
H (29.319, -119.393, -86.647)
H (29.931, -120.370, -87.984)
H (28.616, -119.195, -87.952)
H (32.432, -117.523, -85.596)
H (30.756, -117.559, -85.670)
H (32.802, -115.569, -86.907)
H (31.617, -115.104, -85.698)
H (31.191, -115.761, -87.645)
C (30.283, -113.234, -83.763)
C (31.367, -112.131, -84.259)
N (32.637, -112.782, -84.621)
C (33.220, -112.083, -85.836)
C (33.603, -110.678, -85.762)
C (33.536, -112.827, -83.486)
C (34.648, -113.819, -83.646)
H (30.558, -113.571, -82.701)
H (30.297, -114.173, -84.422)
H (29.094, -112.762, -84.010)
H (31.478, -111.282, -83.732)
H (30.989, -111.624, -85.205)
H (32.701, -112.304, -86.760)
H (34.004, -112.591, -86.177)
H (34.059, -110.457, -86.714)
H (34.157, -110.360, -85.023)
H (32.641, -110.160, -85.632)
H (32.996, -113.234, -82.513)
H (33.699, -111.730, -83.019)
H (34.528, -114.883, -83.918)
H (35.255, -113.977, -82.707)
H (35.356, -113.346, -84.361)
C (35.375, -120.492, -84.862)
C (35.231, -122.068, -85.248)
C (36.561, -122.867, -84.915)
C (36.443, -124.315, -85.407)
C (37.796, -125.083, -85.125)
C (37.862, -126.389, -85.903)
H (35.971, -119.818, -85.513)
H (35.872, -120.632, -83.843)
H (34.378, -120.172, -84.889)
H (34.966, -122.186, -86.258)
H (34.476, -122.640, -84.613)
H (36.840, -122.892, -83.880)
H (37.349, -122.327, -85.467)
H (36.320, -124.226, -86.582)
H (35.671, -124.808, -84.861)
H (38.048, -125.206, -84.172)
H (38.484, -124.558, -85.535)
H (38.901, -126.711, -85.850)
H (37.886, -126.294, -87.132)
H (37.212, -127.180, -85.406)
C (26.737, -117.161, -86.782)
C (27.257, -116.575, -85.573)
C (26.700, -117.214, -84.247)
C (27.371, -116.523, -83.007)
C (26.704, -117.070, -81.808)
C (25.184, -117.056, -81.590)
H (26.482, -118.160, -86.852)
H (27.376, -116.968, -87.635)
H (25.791, -116.704, -87.031)
H (26.933, -115.601, -85.444)
H (28.282, -116.917, -85.468)
H (26.965, -118.298, -84.200)
H (25.553, -116.979, -84.209)
H (27.203, -115.468, -83.099)
H (28.544, -116.774, -82.903)
H (27.051, -116.734, -80.771)
H (27.058, -118.056, -81.566)
H (24.959, -117.382, -80.579)
H (24.813, -117.888, -82.441)
H (24.634, -116.065, -81.737)